Record 1
The following is a DFT calculation (ωB97M-V/def2-TZVPD) of a gas-phase ion, ClHNO2S2 (charge -1).

Structure (ORCA input):
```
! wB97M-V def2-TZVPD RIJCOSX def2/J DEFGRID3
* xyz -1 1
N 0.924 0.338 1.680
O -1.548 -0.092 -1.866
O -1.906 -1.668 -0.054
S 0.259 0.791 0.349
S -0.935 -1.055 -0.956
Cl 1.749 0.623 -1.308
H 1.458 1.062 2.154
*
```

Its frontier orbital gap is 7.662 eV. As for the energy above the lowest of the compared OMol25 structures with the same formula, charge and spin: 8.65 kcal/mol. For the total energy, the calculation gives -1462.44553 Ha.

***

Record 2
The following is a DFT calculation (ωB97M-V/def2-TZVPD) of 9 unconnected molecules or ions with the total composition H18O9 at a distorted geometry.

Structure (ORCA input):
```
! wB97M-V def2-TZVPD RIJCOSX def2/J DEFGRID3
* xyz 0 1
H 0.314 -0.680 -0.274
H -0.134 -0.193 -1.642
H -0.456 -3.538 3.220
H -0.077 -2.461 4.224
H -1.572 3.573 -1.358
H -0.169 3.200 -1.805
H 0.594 -2.133 -1.832
H 0.625 -2.922 -0.533
H 3.458 0.794 -0.944
H 4.527 1.222 -1.936
H -1.144 2.636 2.203
H -0.106 1.614 1.770
H -1.291 3.546 -3.114
H -1.036 2.571 -4.252
H -4.735 -1.618 -0.450
H -3.456 -1.734 -1.264
H 2.737 -1.550 4.595
H 2.043 -1.672 3.248
O -0.452 -0.654 -0.858
O 0.260 -2.936 3.456
O -1.020 2.813 -1.572
O 1.112 -2.254 -1.029
O 3.891 0.519 -1.760
O -0.439 2.494 1.561
O -1.546 2.675 -3.441
O -3.810 -1.880 -0.379
O 1.881 -1.434 4.168
*
```

Its frontier orbital gap is 9.279 eV. As for the energy above the lowest of the compared OMol25 structures with the same formula, charge and spin: 143.01 kcal/mol. For the total energy, the calculation gives -687.79789 Ha.

***

Record 3
The following is a DFT calculation (ωB97M-V/def2-TZVPD) of 13 unconnected molecules or ions with the total composition H26O13 at a distorted geometry.

Structure (ORCA input):
```
! wB97M-V def2-TZVPD RIJCOSX def2/J DEFGRID3
* xyz -1 2
O 0.654 -0.553 3.001
H 1.446 -0.371 2.495
H 0.951 -1.116 3.717
O 2.335 0.895 -1.226
H 2.028 1.767 -1.471
H 3.060 0.718 -1.826
O -2.704 -1.663 0.954
H -3.383 -2.147 1.423
H -1.887 -2.097 1.199
O 2.364 -3.141 -0.898
H 2.381 -2.337 -0.378
H 2.623 -2.863 -1.777
O -1.916 1.807 -1.189
H -1.286 1.146 -0.902
H -2.228 1.489 -2.036
O 0.904 3.032 -1.731
H 0.477 3.335 -2.532
H 1.450 3.770 -1.457
O -2.677 1.651 1.565
H -3.118 2.448 1.272
H -2.394 1.222 0.757
O 0.287 2.195 1.935
H -0.441 2.493 2.482
H -0.093 1.512 1.382
O -3.031 -1.133 -1.538
H -2.227 -1.443 -1.955
H -2.886 -1.271 -0.602
O -0.463 0.384 -3.165
H 0.174 0.275 -2.459
H 0.029 0.194 -3.963
O 3.222 -0.690 1.213
H 4.096 -0.350 1.404
H 2.896 -0.130 0.508
O -0.505 -2.983 1.641
H -0.380 -3.649 2.317
H -0.122 -2.189 2.013
O -0.197 0.131 0.050
H 0.622 0.479 -0.300
H -0.064 -0.816 0.076
*
```

Its frontier orbital gap (spin up / spin down) is 2.546 / 9.716 eV. As for the energy above the lowest of the compared OMol25 structures with the same formula, charge and spin: 14.18 kcal/mol. The expectation value of S² is 0.7505. For the total energy, the calculation gives -993.71191 Ha.

***

Record 4
The following is a DFT calculation (ωB97M-V/def2-TZVPD) of a molecular structure, C27H25Cl2N7O2RuS at a distorted geometry.

Structure (ORCA input):
```
! wB97M-V def2-TZVPD RIJCOSX def2/J DEFGRID3
* xyz 2 1
Ru 0.816 0.411 0.078
Cl 5.817 -2.862 -3.150
C 4.645 -2.379 -2.017
C 3.983 -1.198 -2.196
C 2.980 -0.831 -1.279
N 2.262 0.310 -1.296
C 2.797 1.520 -1.766
O 3.396 1.698 -2.787
C 2.553 2.611 -0.745
C 3.095 3.868 -0.909
C 2.958 4.789 0.124
C 2.291 4.412 1.277
C 1.758 3.134 1.359
N 1.877 2.251 0.368
C 2.736 -1.646 -0.102
C 3.418 -2.859 0.051
C 4.346 -3.227 -0.891
Cl 5.169 -4.702 -0.709
N 1.913 -1.034 0.796
C 1.543 -1.567 2.027
O 1.988 -2.559 2.539
C 0.487 -0.733 2.710
C 0.148 -1.004 4.022
C -0.797 -0.207 4.649
C -1.361 0.841 3.938
C -0.973 1.046 2.625
N -0.078 0.268 2.006
H 4.188 -0.578 -3.055
H 3.629 4.094 -1.821
H 3.380 5.781 0.033
H 2.179 5.092 2.109
H 1.224 2.803 2.241
H 3.239 -3.489 0.907
H 0.639 -1.828 4.523
H -1.077 -0.392 5.677
H -2.090 1.499 4.390
H -1.392 1.858 2.047
N -0.635 1.934 -0.788
C -1.972 1.555 -1.211
C -3.039 1.729 -0.343
C -4.314 1.335 -0.730
C -4.515 0.774 -1.982
C -3.444 0.625 -2.854
C -2.169 1.013 -2.471
H -0.711 2.689 -0.111
H -0.148 2.351 -1.579
H -2.893 2.206 0.619
H -5.151 1.494 -0.064
H -5.510 0.484 -2.293
H -3.602 0.215 -3.842
H -1.332 0.892 -3.148
C -1.825 -3.566 -2.342
N -2.348 -2.949 -1.125
C -1.773 -1.953 -0.472
S -0.330 -1.273 -1.132
N -2.324 -1.496 0.648
C -3.608 -1.941 1.167
H -2.549 -4.299 -2.683
H -0.876 -4.064 -2.146
H -1.685 -2.816 -3.118
H -3.201 -3.330 -0.748
H -1.914 -0.663 1.029
H -3.573 -2.995 1.450
H -4.407 -1.778 0.440
H -3.838 -1.363 2.058
*
```

Its frontier orbital gap (spin up / spin down) is 5.679 / 5.561 eV. As for the energy above the lowest of the compared OMol25 structures with the same formula, charge and spin: 10.87 kcal/mol. For the total energy, the calculation gives -2990.72021 Ha.

***

Record 5
The following is a DFT calculation (ωB97M-V/def2-TZVPD) of a molecular structure, C61H50I2P3SiSr at a distorted geometry.

Structure (ORCA input):
```
! wB97M-V def2-TZVPD RIJCOSX def2/J DEFGRID3
* xyz 1 1
Sr -2.041 2.071 0.974
C -2.170 -5.374 -5.778
C -0.983 -5.281 -5.066
C -0.874 -4.384 -4.016
C -1.943 -3.571 -3.649
C -3.122 -3.653 -4.387
C -3.233 -4.552 -5.440
P -1.711 -2.427 -2.223
C -3.473 -2.167 -1.763
C -4.113 -1.156 -2.476
C -5.459 -0.874 -2.274
C -6.188 -1.606 -1.350
C -5.564 -2.619 -0.631
C -4.220 -2.894 -0.835
C -1.030 -3.500 -0.926
C -1.630 -4.715 -0.600
C -1.225 -5.450 0.503
C -0.202 -4.977 1.300
C 0.470 -3.813 0.947
C 0.101 -3.069 -0.185
Si 1.529 -1.937 -0.730
C 2.369 -2.670 -2.223
C 2.661 -3.955 -2.700
C 3.426 -4.075 -3.842
C 3.917 -2.942 -4.511
C 3.665 -1.669 -4.047
C 2.888 -1.549 -2.894
P 2.294 -0.111 -1.970
C 3.806 0.612 -1.254
C 4.914 -0.236 -1.142
C 6.123 0.245 -0.667
C 6.246 1.582 -0.309
C 5.147 2.420 -0.390
C 3.925 1.937 -0.834
C 1.542 0.954 -3.226
C 2.040 2.212 -3.564
C 1.504 2.896 -4.643
C 0.481 2.338 -5.393
C -0.001 1.080 -5.074
C 0.525 0.393 -3.995
C 2.788 -1.965 0.659
C 3.728 -2.995 0.479
C 4.732 -3.246 1.398
C 4.831 -2.452 2.528
C 3.911 -1.441 2.729
C 2.884 -1.180 1.817
P 1.662 0.118 2.291
C 2.743 1.541 2.639
C 2.190 2.572 3.404
C 2.930 3.688 3.740
C 4.248 3.799 3.303
C 4.796 2.796 2.525
C 4.045 1.674 2.182
C 1.339 -0.505 4.005
C 0.374 -1.504 4.133
C 0.074 -2.067 5.365
C 0.751 -1.643 6.500
C 1.727 -0.663 6.386
C 2.016 -0.096 5.152
H -2.266 -6.082 -6.591
H -0.139 -5.907 -5.328
H 0.056 -4.320 -3.474
H -3.967 -3.022 -4.151
H -4.161 -4.608 -5.995
H -3.564 -0.570 -3.200
H -5.922 -0.078 -2.842
H -7.235 -1.386 -1.183
H -6.127 -3.202 0.087
H -3.763 -3.684 -0.254
H -2.426 -5.094 -1.229
H -1.718 -6.383 0.745
H 0.102 -5.527 2.182
H 1.308 -3.497 1.550
H 2.290 -4.839 -2.194
H 3.652 -5.057 -4.238
H 4.503 -3.075 -5.411
H 4.055 -0.798 -4.560
H 4.846 -1.274 -1.435
H 6.970 -0.423 -0.586
H 7.196 1.964 0.039
H 5.227 3.457 -0.092
H 3.068 2.589 -0.833
H 2.845 2.664 -3.016
H 1.895 3.871 -4.898
H 0.059 2.886 -6.225
H -0.797 0.635 -5.655
H 0.147 -0.587 -3.756
H 3.678 -3.620 -0.404
H 5.432 -4.053 1.229
H 5.615 -2.625 3.254
H 3.992 -0.832 3.621
H 1.163 2.496 3.746
H 2.483 4.476 4.331
H 4.836 4.667 3.565
H 5.818 2.880 2.175
H 4.494 0.908 1.561
H -0.127 -1.872 3.250
H -0.684 -2.837 5.440
H 0.523 -2.074 7.465
H 2.272 -0.339 7.263
H 2.771 0.677 5.089
C -2.575 -1.155 2.114
C -2.879 0.311 2.280
C -3.985 0.895 1.612
C -4.306 2.263 1.791
C -3.508 3.060 2.641
C -2.406 2.490 3.319
C -2.088 1.128 3.137
H -2.640 -1.640 3.089
H -1.577 -1.324 1.714
H -3.292 -1.622 1.449
H -4.632 0.268 1.008
H -5.188 2.672 1.322
H -3.780 4.088 2.828
H -1.842 3.087 4.022
H -1.275 0.677 3.692
I 0.682 3.466 0.334
I -2.400 3.474 -1.821
*
```

Its frontier orbital gap is 5.039 eV. For the total energy, the calculation gives -4293.99054 Ha.

***

Record 6
The following is a DFT calculation (ωB97M-V/def2-TZVPD) of 2 unconnected molecules or ions with the total composition C5H13NO at a distorted geometry.

Structure (ORCA input):
```
! wB97M-V def2-TZVPD RIJCOSX def2/J DEFGRID3
* xyz 1 2
C -0.239 -1.514 0.866
C 0.538 -0.992 -0.308
C 0.570 0.584 -0.356
C 0.310 1.045 -2.745
C 1.061 1.099 -1.644
N -1.540 -0.825 0.946
H -0.603 -2.522 0.595
H 0.159 -1.493 1.878
H 0.240 -1.421 -1.264
H 1.560 -1.278 -0.115
H -0.461 0.887 -0.036
H 1.097 0.873 0.552
H 0.661 1.371 -3.717
H -0.688 0.630 -2.805
H 2.012 1.621 -1.560
H -2.226 -1.251 1.585
H -1.983 -0.611 0.050
H -0.376 0.716 2.245
H 0.053 1.448 3.384
O -0.143 1.634 2.450
*
```

Its frontier orbital gap (spin up / spin down) is 11.123 / 4.620 eV. As for the energy above the lowest of the compared OMol25 structures with the same formula, charge and spin: 62.06 kcal/mol. The expectation value of S² is 0.7625. For the total energy, the calculation gives -327.91639 Ha.

***

Record 7
The following is a DFT calculation (ωB97M-V/def2-TZVPD) of a molecular structure, C54H51MgN7OPSSi at a distorted geometry.

Structure (ORCA input):
```
! wB97M-V def2-TZVPD RIJCOSX def2/J DEFGRID3
* xyz 1 1
Mg 0.986 0.534 1.010
C -1.009 5.978 -11.276
O -0.882 4.583 -11.066
C -1.016 4.109 -9.790
C -1.295 4.880 -8.684
C -1.432 4.271 -7.406
C -1.210 2.892 -7.272
C -0.940 2.138 -8.419
C -0.849 2.744 -9.651
C -1.071 2.297 -5.908
N -0.288 1.324 -5.573
C -0.351 1.259 -4.213
C -1.209 2.182 -3.738
N -1.683 2.852 -4.802
C -1.432 2.342 -2.296
C -2.469 3.088 -1.716
C -2.535 3.078 -0.319
C -1.607 2.400 0.445
N -0.658 1.630 -0.083
C -0.580 1.598 -1.415
C 0.419 0.638 -1.985
N 1.200 -0.080 -1.132
C 2.128 -0.894 -1.614
C 2.234 -1.124 -2.990
C 1.450 -0.451 -3.880
C 0.480 0.445 -3.355
H -0.522 6.222 -12.220
H -0.464 6.544 -10.518
H -2.047 6.314 -11.221
H -1.384 5.960 -8.800
H -1.585 4.940 -6.546
H -0.783 1.096 -8.311
H -0.566 2.151 -10.498
H -2.343 3.626 -4.791
H -3.242 3.571 -2.313
H -3.360 3.556 0.205
H -1.702 2.311 1.508
H 2.752 -1.415 -0.906
H 2.956 -1.852 -3.347
H 1.564 -0.606 -4.932
C -4.189 1.609 2.804
Si -3.042 0.928 4.105
C -2.950 2.131 5.559
C -3.726 -0.686 4.656
C -1.338 0.743 3.347
C -0.261 0.504 2.791
H -5.148 1.817 3.278
H -4.295 0.762 2.119
H -3.731 2.490 2.356
H -4.009 2.376 5.794
H -2.429 3.032 5.236
H -2.307 1.747 6.359
H -4.779 -0.599 5.101
H -3.020 -1.157 5.319
H -3.870 -1.370 3.816
C 4.195 0.678 4.392
N 3.577 -0.605 4.189
C 2.950 -1.277 5.344
C 2.341 -2.546 4.656
N 2.233 -2.033 3.298
C 3.025 -0.976 3.054
S 3.376 -0.321 1.541
H 3.504 1.388 4.868
H 4.585 1.041 3.442
H 5.020 0.527 5.060
H 2.241 -0.577 5.857
H 3.724 -1.583 6.053
H 1.352 -2.808 5.097
H 3.027 -3.429 4.780
H 1.925 -2.604 2.539
N 1.937 2.673 1.129
C 2.286 3.248 2.025
C 2.848 3.975 3.134
C 4.077 4.668 2.992
C 4.629 5.246 4.131
C 3.902 5.197 5.312
C 2.696 4.515 5.458
C 2.158 3.927 4.323
H 4.599 4.651 2.048
H 5.619 5.719 4.068
H 4.254 5.691 6.203
H 2.185 4.497 6.403
H 1.237 3.337 4.352
C -1.442 -3.915 -3.473
C -1.545 -2.684 -2.890
C -1.190 -2.520 -1.559
C -0.671 -3.571 -0.803
C -0.392 -4.737 -1.513
C -0.817 -4.933 -2.803
P -0.276 -3.225 0.932
C -1.623 -4.056 1.786
C -1.978 -3.508 3.026
C -2.984 -4.114 3.814
C -3.665 -5.245 3.347
C -3.342 -5.740 2.069
C -2.340 -5.162 1.316
C 1.126 -4.361 1.208
C 1.094 -5.330 2.217
C 2.230 -6.034 2.497
C 3.386 -5.848 1.752
C 3.462 -4.836 0.835
C 2.336 -4.061 0.599
H -1.666 -4.037 -4.511
H -1.990 -1.887 -3.465
H -1.409 -1.556 -1.097
H -0.006 -5.606 -0.977
H -0.691 -5.899 -3.327
H -1.514 -2.594 3.457
H -3.311 -3.696 4.761
H -4.484 -5.683 3.920
H -3.871 -6.604 1.700
H -1.975 -5.583 0.406
H 0.206 -5.503 2.766
H 2.208 -6.825 3.278
H 4.270 -6.458 1.955
H 4.412 -4.574 0.380
H 2.389 -3.289 -0.177
*
```

Its frontier orbital gap is 7.469 eV. As for the energy above the lowest of the compared OMol25 structures with the same formula, charge and spin: 32.49 kcal/mol. For the total energy, the calculation gives -3775.96135 Ha.

***

Record 8
The following is a DFT calculation (ωB97M-V/def2-TZVPD) of a molecular structure, C33H34N7PRuS2 at a distorted geometry.

Structure (ORCA input):
```
! wB97M-V def2-TZVPD RIJCOSX def2/J DEFGRID3
* xyz 4 5
Ru 0.285 -0.314 0.306
N -0.287 1.854 1.865
C -1.291 2.749 1.365
C -1.807 3.776 2.151
C -2.685 4.693 1.600
C -3.095 4.576 0.277
C -2.631 3.530 -0.499
C -1.732 2.612 0.047
P -1.080 1.274 -0.988
C -0.774 2.161 -2.545
C -1.556 1.965 -3.687
C -1.403 2.810 -4.773
C -0.488 3.856 -4.735
C 0.290 4.054 -3.600
C 0.152 3.213 -2.513
C -2.364 0.040 -1.314
C -3.525 -0.029 -0.541
C -4.509 -0.935 -0.891
C -4.332 -1.771 -1.989
C -3.174 -1.704 -2.754
C -2.164 -0.833 -2.395
H 0.609 2.341 1.916
H -0.526 1.581 2.820
H -1.475 3.885 3.174
H -3.033 5.521 2.199
H -3.772 5.301 -0.150
H -2.965 3.414 -1.520
H -2.311 1.193 -3.713
H -2.022 2.666 -5.646
H -0.392 4.522 -5.579
H 0.993 4.873 -3.557
H 0.741 3.379 -1.623
H -3.660 0.648 0.292
H -5.430 -0.972 -0.331
H -5.099 -2.485 -2.245
H -3.060 -2.329 -3.626
H -1.236 -0.798 -2.954
S 1.911 -1.035 2.134
C 3.256 -0.133 2.764
N 3.681 -0.477 4.004
C 4.676 0.157 4.642
C 5.327 1.211 4.036
C 4.962 1.565 2.736
C 3.930 0.894 2.101
H 3.225 -1.264 4.463
H 4.943 -0.190 5.632
H 6.115 1.737 4.555
H 5.487 2.359 2.224
H 3.646 1.139 1.088
C -3.319 -3.222 2.837
C -2.367 -2.182 3.446
C -1.719 -1.422 2.443
N -1.184 -0.838 1.603
H -3.635 -3.904 3.620
H -2.819 -3.794 2.059
H -4.201 -2.748 2.418
H -1.591 -2.693 4.029
H -2.909 -1.516 4.124
N 3.269 -0.039 -2.608
C 3.399 1.205 -2.077
C 2.470 1.290 -1.082
N 1.789 0.104 -1.007
C 2.293 -0.676 -1.953
H 3.818 -0.408 -3.375
H 4.119 1.916 -2.427
H 2.241 2.117 -0.434
H 1.968 -1.679 -2.168
S -0.221 -2.788 -0.543
C 0.914 -4.055 -0.375
N 0.444 -5.335 -0.437
C 1.279 -6.385 -0.391
C 2.632 -6.163 -0.252
C 3.047 -4.828 -0.165
N 2.206 -3.812 -0.231
H -0.558 -5.487 -0.543
H 0.850 -7.377 -0.455
H 3.334 -6.981 -0.216
H 4.095 -4.580 -0.059
*
```

Its frontier orbital gap (spin up / spin down) is 7.014 / 4.251 eV. The expectation value of S² is 6.0459. For the total energy, the calculation gives -2892.43768 Ha.

***

Record 9
The following is a DFT calculation (ωB97M-V/def2-TZVPD) of 2 unconnected molecules or ions with the total composition C5H8O4 at a distorted geometry.

Structure (ORCA input):
```
! wB97M-V def2-TZVPD RIJCOSX def2/J DEFGRID3
* xyz -2 1
C -0.688 -1.760 -0.005
C -1.345 -1.866 -1.393
O -1.173 -1.381 -2.465
O -2.320 -2.692 -1.295
H -0.324 -2.781 0.121
H -1.540 -1.444 0.651
H 0.119 -0.993 0.226
C 1.117 1.063 0.038
C 2.077 0.058 0.780
C 0.758 2.067 1.116
O -0.113 1.664 1.934
O 1.302 3.197 1.087
H 1.623 1.504 -0.891
H 0.080 0.709 -0.286
H 2.375 -0.841 0.126
H 1.583 -0.426 1.573
H 2.991 0.592 1.180
*
```

Its frontier orbital gap is 7.013 eV. As for the energy above the lowest of the compared OMol25 structures with the same formula, charge and spin: 40.17 kcal/mol. For the total energy, the calculation gives -496.26184 Ha.

***

Record 10
The following is a DFT calculation (ωB97M-V/def2-TZVPD) of a molecular structure, C2H2FO2Rh at a distorted geometry.

Structure (ORCA input):
```
! wB97M-V def2-TZVPD RIJCOSX def2/J DEFGRID3
* xyz 2 5
F -1.783 -1.143 -0.499
C -1.005 -0.279 0.057
C -0.908 0.974 0.209
H -1.614 1.780 0.032
O 0.698 -1.061 -0.532
O 1.822 -0.556 0.214
H 1.693 -0.869 1.120
Rh 1.098 1.152 -0.602
*
```

Its frontier orbital gap (spin up / spin down) is 9.596 / 7.255 eV. As for the energy above the lowest of the compared OMol25 structures with the same formula, charge and spin: 122.13 kcal/mol. The expectation value of S² is 6.0168. For the total energy, the calculation gives -437.12063 Ha.